Record 1
The following is a DFT calculation (ωB97M-V with the def2-TZVPD basis set) of a cluster of 3 separate species, C4H13NO2 in total.

Last column: Löwdin charge in e.
Atoms and positions in Å:
C -0.28718 -0.87909 -2.91565  -0.005
C -0.93881 -0.94362 -1.76419  -0.200
C -0.25096 -0.78678 -0.42779  -0.197
C -0.48215 -2.02406 0.49272  -0.295
N -1.08985 -1.75010 1.76240  -0.018
H 0.75124 -1.19972 -2.98889  0.060
H -0.68836 -0.69625 -3.90105  0.047
H -2.01175 -0.77069 -1.66236  0.101
H -0.38571 0.15901 0.09620  0.102
H 0.81940 -0.85327 -0.64573  0.098
H -1.10149 -2.72774 -0.08150  0.096
H 0.46951 -2.53152 0.61833  0.100
H -1.51366 -0.87553 2.00274  0.056
H -1.01086 -2.40218 2.52075  0.059
O -0.22979 3.44698 -0.05114  -0.063
H -0.09423 2.74602 -0.70458  0.027
H -1.19625 3.44856 -0.06465  0.032
O 3.04765 2.71477 2.20258  -0.070
H 3.51517 3.52358 2.47275  0.038
H 2.67809 2.40163 3.03907  0.032

Its charge is 0. Its total energy is -365.36842 hartree. Its structure (SMILES) is C=CCCN.O.O.

Record 2
The following is a DFT calculation (ωB97M-V with the def2-TZVPD basis set) of a cluster of 3 separate species, C4H13NO2 in total.

Last column: Löwdin charge in e.
Atoms and positions in Å:
C 2.80122 -0.47307 -0.46462  -0.138
C 1.40365 -0.46089 -0.83188  -0.207
C 0.45099 -1.00149 -0.06303  -0.187
C -0.96372 -1.16187 -0.28192  -0.243
N -1.39593 -0.21467 -1.40949  -0.012
H 3.36007 -1.02765 -1.22983  0.076
H 3.21476 0.57057 -0.42116  0.091
H 2.92589 -0.98584 0.48676  0.075
H 1.16732 0.16466 -1.78245  0.132
H 0.74286 -1.59199 0.80300  0.116
H -0.97730 -2.30452 -0.30858  0.139
H -1.54698 -0.82480 0.59650  0.106
H -1.14211 -0.46344 -2.36004  0.076
H -2.37180 -0.40515 -1.54899  0.065
O -0.76734 0.55018 2.55264  -0.132
H -0.86919 1.04630 1.69957  -0.012
H -1.18892 1.10537 3.29455  0.075
O -1.02626 2.04855 0.11706  -0.164
H -1.24646 1.49560 -0.69693  0.013
H -0.10059 2.51772 -0.17489  0.134

Its charge is 0. Its total energy is -365.38056 hartree. Its structure (SMILES) is C/C=C/CN.O.O.

Record 3
The following is a DFT calculation (ωB97M-V with the def2-TZVPD basis set) of a cluster of 2 separate species, C4H13NO2 in total.

Last column: Löwdin charge in e.
Atoms and positions in Å:
C 0.03792 -0.83798 -1.42901  -0.132
C 0.47886 0.60099 -1.23855  -0.445
C 1.90556 0.76137 -0.76561  -0.032
O -0.07796 1.46276 -2.24356  -0.012
C -1.48857 -0.93547 -1.49846  -0.156
N -2.13503 -1.22965 -0.24113  0.312
H 0.46880 -1.47420 -0.65798  0.132
H 0.45002 -1.21616 -2.37078  0.141
H -0.15964 0.95636 -0.40608  0.138
H 2.66925 0.40244 -1.45288  0.095
H 2.05870 1.78560 -0.41449  0.096
H 2.12232 0.26765 0.18796  0.093
H 0.63153 1.93204 -2.66933  0.097
H -1.75895 -1.83753 -2.07506  0.168
H -1.86720 -0.02824 -2.01171  0.178
H -1.79077 -0.70384 0.57360  0.166
H -3.12577 -0.99548 -0.35163  0.161
H 1.10792 -0.00106 5.95334  0.035
H 0.19649 1.00224 6.67364  0.020
O 0.27650 0.08816 6.43773  -0.055

Its charge is +1. Its total energy is -365.06936 hartree. Its multiplicity is 2.